Molecular formula: C77H69F3O15S
Method: DFT, ωB97M-V/def2-TZVPD

HOMO-LUMO gap in eV: 8.3851
Largest force on an atom in eV Å⁻¹: 5.612
Electronic energy in a.u.: -4801.8923
HOMO in eV: -9.497
SMILES: CCCCCCCCCCCC[C@]1(COC(F)(F)F)OC(=O)O[C@H]1CCCCS(=O)(=O)O.O=C1c2ccccc2C(=O)c2ccccc21.O=C1c2ccccc2C(=O)c2ccccc21.O=C1c2ccccc2C(=O)c2ccccc21.O=C1c2ccccc2C(=O)c2ccccc21
LUMO in eV: -1.11

Cartesian coordinates (Å):
C 5.1043 -2.7291 1.5599
C 5.8759 -1.4619 0.9221
C 4.9004 -0.2858 0.4191
C 3.6302 -0.0190 1.3886
C 3.5181 1.5916 1.5568
C 3.1692 2.3506 0.1773
C 1.9161 1.6644 -0.6129
C 0.5997 1.5178 0.3042
C -0.7173 1.9805 -0.5351
C -2.0552 1.9357 0.3547
C -3.2513 1.0576 -0.2547
C -2.8340 -0.4137 -0.7462
C -3.0168 -1.5579 0.4032
C -2.5196 -2.8804 -0.3466
O -2.7384 -4.0454 0.4976
C -1.7804 -5.0536 0.2786
F -1.9527 -5.6568 -0.9902
F -0.4423 -4.6621 0.4926
F -2.0492 -6.0727 1.2495
O -4.3924 -1.6564 0.9029
C -4.4970 -1.1036 2.2286
O -5.4435 -1.1817 3.0273
O -3.2680 -0.4129 2.5819
C -2.2975 -1.0873 1.7452
C -1.6340 -2.1684 2.7294
C -0.7833 -1.3142 3.8245
C 0.0889 -2.2342 4.8071
C 0.4886 -1.2960 6.0834
S 1.3036 0.2968 5.5522
O 0.3293 1.3489 5.0969
O 2.3092 -0.0025 4.4604
O 2.1957 0.9897 6.8182
H 4.8530 -2.5504 2.6641
H 5.8288 -3.6248 1.5203
H 4.1779 -3.0503 0.9669
H 6.4266 -1.8492 -0.0109
H 6.6400 -1.0541 1.6834
H 4.5027 -0.4840 -0.6462
H 5.5015 0.6960 0.3534
H 2.7178 -0.4865 0.8888
H 3.7778 -0.4982 2.4292
H 4.5662 1.9293 1.9140
H 2.7362 1.8896 2.3556
H 2.9799 3.4709 0.2981
H 4.0811 2.2467 -0.5288
H 2.2980 0.6252 -0.9475
H 1.6190 2.2797 -1.5464
H 0.4833 0.4266 0.6710
H 0.7563 2.1506 1.2437
H -0.5235 3.0960 -0.7788
H -0.7685 1.4118 -1.5227
H -1.7329 1.6051 1.4161
H -2.4357 3.0207 0.4727
H -3.6589 1.6376 -1.1699
H -4.1137 1.0531 0.5163
H -3.6011 -0.7068 -1.5635
H -1.8092 -0.4839 -1.2415
H -3.1055 -3.0168 -1.3352
H -1.4320 -2.7052 -0.6517
H -1.3787 -0.5090 1.3743
H -2.4343 -2.7595 3.2982
H -0.9662 -2.9250 2.1677
H -0.1320 -0.5947 3.1984
H -1.4860 -0.6698 4.4650
H 1.0928 -2.5064 4.3185
H -0.4832 -3.1287 5.2212
H 1.1589 -1.8343 6.8375
H -0.5061 -1.0172 6.5873
H 2.5506 1.8250 6.4106
C 2.9708 0.1182 -7.7951
C 2.4370 0.0380 -6.5107
C 3.0619 0.6921 -5.4547
C 4.2312 1.4197 -5.6783
C 4.7789 1.4798 -6.9598
C 4.1396 0.8366 -8.0208
C 6.0461 2.2074 -7.2014
O 6.5233 2.2632 -8.3217
C 6.7281 2.8578 -6.0600
C 7.9520 3.4982 -6.2609
C 8.5935 4.1235 -5.1968
C 8.0113 4.1198 -3.9311
C 6.7950 3.4783 -3.7256
C 6.1555 2.8375 -4.7881
C 4.8792 2.1273 -4.5511
O 4.3709 2.1196 -3.4427
H 2.4774 -0.3850 -8.6205
H 1.5315 -0.5333 -6.3332
H 2.6385 0.6304 -4.4569
H 4.5536 0.8909 -9.0226
H 8.4098 3.5077 -7.2450
H 9.5477 4.6162 -5.3540
H 8.5090 4.6139 -3.1029
H 6.3488 3.4747 -2.7360
C -13.7036 -3.6534 1.9896
C -13.8562 -4.5550 3.0410
C -12.7362 -5.0960 3.6626
C -11.4581 -4.7456 3.2260
C -11.3060 -3.8618 2.1574
C -12.4318 -3.3071 1.5471
C -9.9568 -3.5199 1.6525
O -9.8233 -2.7449 0.7214
C -8.7741 -4.1392 2.2898
C -7.5006 -3.8700 1.7883
C -6.3820 -4.4362 2.3891
C -6.5296 -5.2659 3.4983
C -7.7977 -5.5417 3.9982
C -8.9236 -4.9859 3.3886
C -10.2713 -5.3127 3.9059
O -10.4035 -6.0422 4.8746
H -14.5782 -3.2245 1.5109
H -14.8495 -4.8344 3.3775
H -12.8613 -5.7938 4.4846
H -12.3194 -2.6084 0.7241
H -7.3773 -3.2216 0.9265
H -5.3925 -4.2286 1.9936
H -5.6551 -5.7016 3.9712
H -7.9070 -6.1926 4.8599
C 11.7911 -1.0315 -4.7632
C 12.9660 -1.7341 -5.0219
C 14.1953 -1.0889 -4.9429
C 14.2524 0.2663 -4.6162
C 13.0743 0.9755 -4.3811
C 11.8432 0.3207 -4.4440
C 13.1174 2.4248 -4.0820
O 12.0880 3.0439 -3.8729
C 14.4283 3.1117 -4.0495
C 14.4809 4.4884 -3.8259
C 15.7090 5.1398 -3.7806
C 16.8887 4.4181 -3.9490
C 16.8403 3.0475 -4.1775
C 15.6089 2.3932 -4.2379
C 15.5667 0.9401 -4.5171
O 16.5983 0.3084 -4.6689
H 10.8327 -1.5381 -4.8161
H 12.9234 -2.7866 -5.2833
H 15.1075 -1.6428 -5.1405
H 10.9240 0.8640 -4.2488
H 13.5660 5.0565 -3.6907
H 15.7473 6.2113 -3.6117
H 17.8470 4.9258 -3.9064
H 17.7625 2.4914 -4.3128
C -9.8239 -1.1589 4.0441
C -11.1501 -1.1502 4.4714
C -11.9477 -0.0341 4.2444
C -11.4171 1.0831 3.5989
C -10.0819 1.0835 3.1927
C -9.2891 -0.0450 3.4065
C -9.4929 2.2809 2.5510
O -8.3279 2.2814 2.1923
C -10.3387 3.4810 2.3596
C -9.7826 4.6366 1.8088
C -10.5727 5.7645 1.6130
C -11.9224 5.7397 1.9575
C -12.4789 4.5923 2.5115
C -11.6853 3.4636 2.7226
C -12.2791 2.2593 3.3459
O -13.4596 2.2385 3.6517
H -9.2044 -2.0343 4.2135
H -11.5631 -2.0159 4.9801
H -12.9816 -0.0353 4.5750
H -8.2533 -0.0564 3.0807
H -8.7325 4.6619 1.5352
H -10.1368 6.6637 1.1894
H -12.5401 6.6177 1.7979
H -13.5299 4.5807 2.7824

Forces on the atoms, in the same order (eV/Å):
0.857 -0.209 -0.022
-0.568 -0.306 -0.543
-0.144 0.106 0.313
0.816 0.710 -0.176
-0.373 -0.008 -0.006
0.117 -0.806 -0.928
0.341 -0.066 0.450
0.022 -0.206 -0.612
0.786 0.954 0.969
0.266 0.290 0.183
0.275 0.698 -0.111
-2.104 -0.301 0.194
0.630 1.007 -0.024
-0.659 1.141 -0.386
2.845 -1.310 -0.980
-1.247 -1.461 1.328
1.004 1.567 2.729
-2.972 -0.785 -1.029
0.748 2.505 -2.455
0.095 0.764 1.923
-0.841 0.370 1.797
3.524 0.170 -3.874
-1.891 -1.900 -2.612
2.826 -1.762 -0.108
0.131 0.024 0.522
-0.343 -0.559 -0.792
1.111 1.987 -0.088
-0.981 -0.741 0.940
1.478 3.055 -4.469
1.714 -2.886 1.968
-2.348 -0.080 3.255
-1.213 -0.946 -1.373
0.139 -0.258 -1.693
-1.100 1.300 0.175
1.226 0.705 0.877
-0.521 0.655 1.499
-1.186 -0.666 -1.220
0.744 0.120 1.603
-0.787 -1.558 0.045
1.018 0.722 0.923
-0.263 0.841 -1.731
-1.756 -0.356 -0.439
1.310 -0.637 -1.164
0.216 -1.529 0.157
-1.453 0.274 1.059
-0.806 1.663 0.294
0.772 -0.972 1.437
0.155 1.613 -0.569
-0.572 -0.737 -1.276
-0.279 -1.836 0.080
-0.043 0.685 1.329
-0.804 0.409 -1.675
0.483 -1.784 -0.151
0.692 -1.004 1.400
1.363 -0.290 -1.339
1.232 0.414 1.206
-1.219 0.208 0.985
0.747 0.262 1.724
-1.335 -0.474 0.779
-1.719 0.089 0.955
0.954 0.716 -0.972
-0.925 1.359 0.886
-0.709 -1.111 1.328
0.880 -0.973 -1.125
-1.711 -0.007 0.599
0.830 1.208 -0.587
-0.772 0.914 -1.143
1.677 -0.060 -0.549
-0.479 -0.923 0.302
0.160 0.111 0.060
0.159 0.137 0.086
-0.178 -0.152 -0.135
-0.224 -0.227 -0.232
-0.331 -0.214 -0.042
-0.197 -0.146 -0.018
0.404 0.069 -0.873
-0.140 -0.031 0.290
0.268 0.170 0.218
0.170 0.137 0.150
-0.153 -0.097 -0.114
-0.172 -0.109 -0.057
0.217 0.115 0.029
0.297 0.191 0.055
-0.357 0.016 0.903
0.105 -0.024 -0.261
0.063 0.059 0.081
0.091 0.070 -0.013
0.182 0.130 -0.075
0.081 0.079 0.203
-0.209 -0.077 0.075
-0.093 -0.085 0.027
-0.046 -0.071 -0.090
-0.068 -0.102 -0.197
0.211 -0.002 0.005
0.218 -0.008 0.042
-0.263 0.061 -0.036
-0.335 0.090 -0.138
-0.394 -0.037 0.053
-0.234 -0.026 0.024
0.114 0.652 -0.774
-0.057 -0.213 0.235
0.390 -0.141 0.057
0.235 -0.042 0.017
-0.164 0.014 0.003
-0.226 0.039 -0.028
0.232 0.008 -0.029
0.346 -0.004 -0.008
-0.064 -0.604 0.766
0.017 0.206 -0.254
0.102 -0.036 0.046
0.110 0.030 -0.023
0.192 0.096 -0.092
0.161 -0.114 0.123
-0.168 -0.030 0.148
-0.106 0.011 0.020
-0.098 0.038 -0.046
-0.163 0.103 -0.137
0.098 0.173 0.029
0.122 0.184 0.047
-0.172 -0.191 -0.035
-0.290 -0.240 -0.064
-0.121 -0.349 -0.063
-0.076 -0.212 -0.057
-0.792 0.437 0.156
0.221 -0.105 -0.061
0.284 0.289 0.010
0.189 0.183 0.020
-0.138 -0.183 -0.015
-0.109 -0.183 -0.027
0.072 0.232 0.025
0.126 0.366 0.067
0.846 -0.544 -0.138
-0.292 0.192 0.042
0.097 0.069 0.008
0.017 0.112 0.036
-0.036 0.220 0.076
0.210 0.072 -0.017
0.041 -0.232 -0.018
-0.018 -0.119 -0.013
-0.100 -0.066 -0.007
-0.227 -0.068 -0.013
-0.045 0.203 -0.048
-0.024 0.188 -0.090
0.052 -0.229 0.070
0.143 -0.310 0.110
-0.060 -0.350 0.151
0.029 -0.193 0.071
0.947 -0.105 -0.259
-0.314 0.044 0.077
-0.137 0.399 -0.082
-0.088 0.249 -0.068
0.039 -0.226 0.060
0.008 -0.202 0.072
0.041 0.235 -0.085
0.051 0.366 -0.158
-0.945 -0.087 0.280
0.314 0.036 -0.094
-0.011 0.109 -0.010
0.019 0.074 -0.063
0.121 0.151 -0.125
-0.137 0.125 0.004
-0.137 -0.182 0.080
-0.036 -0.105 0.041
0.058 -0.100 0.023
0.170 -0.163 0.029